{
  "formula": "C12H18NS",
  "method": "the ωB97M-V functional and the def2-TZVPD basis",
  "homo_energy_ev": -12.04,
  "relative_energy_kj_mol": 337.4,
  "homo_lumo_gap_ha": 0.337,
  "spin_multiplicity": 1,
  "total_charge": 1,
  "species": ["C", "C", "C", "C", "C", "C", "C", "C", "C", "C", "C", "C", "N", "S", "H", "H", "H", "H", "H", "H", "H", "H", "H", "H", "H", "H", "H", "H", "H", "H", "H", "H"],
  "xyz": [[-1.892, 1.455, 1.223], [-3.144, 1.742, 0.724], [-1.395, 0.401, 0.509], [-2.226, -0.346, -0.232], [-1.908, -1.638, -0.829], [1.469, 2.058, 0.003], [2.659, 1.231, -0.258], [-0.884, -2.475, -0.094], [0.662, -0.357, 0.515], [1.229, 0.590, -0.443], [1.102, -0.331, 1.914], [0.796, 0.391, -1.890], [0.589, -1.712, -0.113], [-3.753, 0.413, -0.238], [-1.191, 2.114, 1.705], [-3.777, 2.506, 1.096], [-2.741, -2.343, -1.039], [-1.455, -1.381, -1.849], [1.335, 2.262, 1.115], [1.398, 2.956, -0.756], [3.228, 1.232, -1.169], [3.341, 0.885, 0.432], [-0.997, -2.511, 1.000], [-0.650, -3.493, -0.499], [0.823, 0.507, 2.571], [2.256, -0.381, 2.026], [1.023, -1.209, 2.480], [-0.272, 0.316, -2.162], [1.283, -0.440, -2.349], [1.191, 1.279, -2.478], [1.273, -2.407, 0.227], [0.626, -1.311, -1.141]]
}

---

{
  "formula": "C12H19AlO7",
  "method": "the ωB97M-V functional and the def2-TZVPD basis",
  "homo_energy_ev": -14.16,
  "relative_energy_kj_mol": 310.4,
  "homo_lumo_gap_ha": 0.052,
  "spin_multiplicity": 1,
  "total_charge": 2,
  "species": ["Al", "O", "H", "O", "C", "O", "C", "C", "C", "H", "H", "H", "H", "H", "H", "O", "C", "O", "C", "C", "C", "H", "H", "H", "H", "H", "H", "O", "C", "O", "C", "C", "C", "H", "H", "H", "H", "H", "H"],
  "xyz": [[0.166, 2.080, 0.521], [0.339, 4.843, -2.870], [0.949, 5.549, -2.577], [-2.909, -0.828, -3.649], [-3.958, -1.048, -4.214], [-5.141, -1.583, -3.671], [-6.003, -2.081, -4.775], [-5.117, -2.050, -6.000], [-4.165, -0.924, -5.710], [-6.863, -1.412, -4.810], [-6.370, -3.085, -4.561], [-5.517, -1.733, -6.963], [-4.457, -2.917, -6.045], [-4.611, 0.045, -5.934], [-3.254, -0.949, -6.309], [5.271, 5.154, 1.217], [6.418, 5.561, 1.383], [6.652, 6.841, 1.740], [8.005, 6.953, 2.249], [8.586, 5.514, 2.334], [7.771, 4.772, 1.299], [8.136, 7.632, 3.091], [8.548, 7.490, 1.471], [8.341, 5.025, 3.277], [9.613, 5.294, 2.041], [7.551, 3.784, 1.703], [8.011, 4.669, 0.241], [-1.478, -3.358, 2.557], [-2.212, -4.144, 3.280], [-1.827, -4.532, 4.440], [-2.658, -5.551, 4.950], [-3.545, -6.040, 3.785], [-3.515, -4.854, 2.889], [-3.253, -5.248, 5.812], [-2.071, -6.369, 5.367], [-4.547, -6.222, 4.173], [-3.118, -6.971, 3.410], [-4.343, -4.155, 3.012], [-3.424, -5.153, 1.845]]
}

---

{
  "formula": "C12H19As3CuF26O4Pt2",
  "method": "the ωB97M-V functional and the def2-TZVPD basis",
  "homo_energy_ev": [-12.20, -12.20],
  "s_squared": 6.063,
  "homo_lumo_gap_ha": [0.123, 0.037],
  "spin_multiplicity": 5,
  "total_charge": 1,
  "species": ["Pt", "Pt", "Cu", "As", "F", "F", "F", "F", "F", "F", "As", "F", "F", "F", "F", "F", "F", "As", "F", "F", "F", "F", "F", "F", "O", "C", "O", "O", "H", "C", "C", "C", "F", "F", "F", "F", "O", "C", "C", "F", "F", "F", "F", "H", "H", "H", "H", "C", "C", "C", "C", "C", "C", "H", "H", "H", "H", "H", "H", "H", "H", "H", "H", "H", "H", "H", "H"],
  "xyz": [[-14.403, 17.679, -27.891], [-19.575, 18.866, -23.659], [-9.321, 15.114, -23.129], [-13.102, 11.403, -27.165], [-14.219, 10.877, -28.494], [-11.673, 11.250, -28.246], [-11.972, 11.992, -25.867], [-14.573, 11.666, -26.141], [-12.831, 9.793, -26.587], [-13.303, 13.062, -27.940], [-8.469, 19.983, -26.797], [-9.818, 19.013, -27.559], [-7.826, 18.451, -26.109], [-7.209, 21.006, -25.982], [-9.168, 21.498, -27.408], [-9.458, 20.101, -25.275], [-7.465, 19.804, -28.290], [-22.436, 12.965, -22.242], [-22.683, 13.677, -20.636], [-21.679, 14.543, -22.676], [-22.142, 12.452, -23.994], [-23.200, 11.347, -21.757], [-24.014, 13.678, -22.718], [-20.835, 12.392, -21.789], [-14.112, 15.520, -21.389], [-14.573, 16.388, -22.297], [-15.721, 16.765, -22.212], [-13.941, 16.581, -23.347], [-14.854, 15.432, -20.786], [-21.407, 10.863, -11.581], [-21.048, 10.717, -10.168], [-20.749, 9.171, -9.794], [-21.855, 8.455, -10.004], [-19.608, 8.693, -10.350], [-20.006, 11.437, -9.836], [-22.125, 11.119, -9.471], [-20.319, 10.689, -12.522], [-20.097, 11.911, -13.357], [-19.028, 11.753, -14.463], [-18.960, 12.730, -15.365], [-17.760, 11.571, -14.129], [-21.384, 12.377, -13.715], [-19.621, 12.970, -12.622], [-21.763, 11.891, -11.653], [-22.295, 10.277, -11.815], [-20.519, 9.016, -8.740], [-19.266, 10.832, -14.996], [-15.949, 18.955, -11.864], [-15.234, 19.746, -12.971], [-16.210, 19.943, -14.181], [-15.793, 20.998, -15.212], [-14.583, 20.608, -16.079], [-14.003, 21.718, -16.963], [-15.622, 19.220, -10.858], [-15.896, 17.899, -12.126], [-17.016, 19.180, -11.876], [-14.856, 20.673, -12.539], [-14.399, 19.110, -13.267], [-17.199, 20.102, -13.751], [-16.399, 18.973, -14.640], [-16.555, 21.076, -15.987], [-15.673, 21.936, -14.671], [-13.858, 20.021, -15.516], [-14.892, 19.915, -16.863], [-14.694, 22.559, -17.023], [-13.123, 22.066, -16.423], [-13.603, 21.261, -17.868]]
}

---

{
  "formula": "C12H19AsHfO9S",
  "method": "the ωB97M-V functional and the def2-TZVPD basis",
  "homo_energy_ev": -14.00,
  "homo_lumo_gap_ha": 0.174,
  "spin_multiplicity": 1,
  "total_charge": 2,
  "species": ["Hf", "C", "O", "C", "C", "O", "C", "C", "O", "C", "H", "H", "H", "H", "H", "H", "H", "H", "H", "H", "H", "H", "H", "H", "O", "As", "O", "O", "C", "C", "C", "C", "C", "C", "S", "O", "O", "O", "H", "H", "H", "H", "H"],
  "xyz": [[0.037, 0.005, 0.246], [2.779, -2.176, 1.050], [1.799, -1.288, 1.596], [2.358, -0.457, 2.598], [1.400, 0.642, 2.851], [0.082, 0.250, 2.505], [-0.400, -0.807, 3.345], [-1.488, -1.465, 2.526], [-1.073, -1.646, 1.130], [-1.335, -2.948, 0.521], [3.006, -3.010, 1.743], [3.716, -1.633, 0.807], [2.378, -2.514, 0.060], [3.364, -0.156, 2.201], [2.614, -1.051, 3.496], [1.701, 1.466, 2.195], [1.445, 1.085, 3.871], [-0.830, -0.437, 4.283], [0.452, -1.510, 3.631], [-2.336, -0.740, 2.422], [-1.810, -2.410, 2.893], [-0.367, -3.504, 0.519], [-1.642, -2.794, -0.510], [-2.112, -3.445, 1.131], [2.232, 1.712, -2.795], [3.196, 0.934, -1.441], [1.803, 0.001, -0.982], [-0.832, -0.182, -1.489], [-1.156, 0.716, -2.438], [-1.296, 0.389, -3.807], [-1.881, 1.288, -4.692], [-2.172, 2.561, -4.244], [-1.999, 2.886, -2.873], [-1.536, 1.973, -1.955], [-1.385, 2.218, -0.150], [-2.151, 3.357, 0.210], [0.136, 2.318, 0.061], [-1.821, 0.885, 0.520], [2.670, 1.687, -3.644], [-0.886, -0.546, -4.081], [-2.015, 1.062, -5.747], [-2.439, 3.380, -4.952], [-2.205, 3.905, -2.612]]
}

---

Going through the records in order, we get calculated total energy values of -25049.8962; -33655.6314; -325220.7455; -104146.2443 eV.
Going through the records in order, we get molar mass values of 208.35; 302.26; 1399.70; 592.75 g mol⁻¹.
Going through the records in order, we get largest force on an atom values of 5.91; 5.24; 4.10; 5.02 eV/A.